No. 1
{"formula": "C32H64O19S5", "method": "ωB97M-V/def2-TZVPD", "e_above_lowest_kj_mol": 73.10, "homo_lumo_gap_ev": 10.39, "lumo_energy_ev": 0.201, "mol_weight_g_mol": 913.180, "homo_ev": -10.187, "multiplicity": 1, "e_tot_ev": -127298.4041, "elements": ["O", "S", "O", "C", "C", "C", "C", "H", "H", "H", "H", "H", "H", "H", "H", "O", "S", "O", "C", "C", "C", "C", "H", "H", "H", "H", "H", "H", "H", "H", "O", "S", "O", "C", "C", "C", "C", "H", "H", "H", "H", "H", "H", "H", "H", "O", "S", "O", "C", "C", "C", "C", "H", "H", "H", "H", "H", "H", "H", "H", "O", "S", "O", "C", "C", "C", "C", "H", "H", "H", "H", "H", "H", "H", "H", "C", "C", "O", "C", "O", "O", "C", "H", "H", "H", "H", "H", "H", "H", "H", "C", "C", "O", "C", "O", "O", "C", "H", "H", "H", "H", "H", "H", "H", "H", "C", "C", "O", "C", "O", "O", "C", "H", "H", "H", "H", "H", "H", "H", "H"], "positions_angstrom": [[4.522, -0.501, 4.654], [3.715, -0.972, 3.533], [2.814, -0.062, 2.839], [4.734, -1.827, 2.388], [4.724, -3.310, 2.868], [3.829, -3.479, 4.148], [2.800, -2.371, 4.180], [5.716, -1.377, 2.427], [4.207, -1.794, 1.453], [4.311, -3.992, 2.106], [5.770, -3.612, 3.045], [4.481, -3.333, 4.990], [3.475, -4.486, 4.184], [2.391, -2.109, 5.138], [2.034, -2.568, 3.494], [1.285, -2.525, 1.572], [0.378, -1.831, 0.658], [0.022, -2.538, -0.563], [-0.988, -1.234, 1.621], [-0.437, -0.003, 2.227], [0.190, 0.783, 1.104], [0.967, -0.195, 0.272], [-1.199, -2.102, 2.255], [-1.796, -1.175, 0.909], [-1.155, 0.554, 2.786], [0.245, -0.320, 3.009], [0.933, 1.567, 1.377], [-0.551, 1.391, 0.622], [2.024, -0.218, 0.478], [0.942, -0.096, -0.843], [-3.870, 4.158, 3.921], [-3.965, 4.188, 2.483], [-5.265, 3.761, 1.945], [-3.467, 5.773, 1.899], [-1.953, 5.649, 1.851], [-1.723, 4.327, 1.075], [-2.628, 3.294, 1.739], [-3.809, 6.549, 2.575], [-3.914, 5.955, 0.899], [-1.527, 6.475, 1.330], [-1.556, 5.614, 2.882], [-0.668, 3.962, 1.092], [-2.027, 4.515, 0.052], [-2.218, 2.712, 2.607], [-3.048, 2.585, 1.026], [-3.459, 2.487, -1.328], [-3.473, 1.202, -2.021], [-4.761, 0.523, -2.185], [-2.869, 1.497, -3.716], [-1.639, 0.549, -3.874], [-1.117, 0.183, -2.464], [-2.224, 0.084, -1.480], [-2.692, 2.582, -3.816], [-3.728, 1.269, -4.325], [-1.957, -0.425, -4.291], [-0.852, 1.033, -4.484], [-0.411, 0.973, -2.200], [-0.513, -0.748, -2.473], [-1.992, 0.340, -0.432], [-2.654, -0.938, -1.430], [-2.677, -5.078, 0.179], [-3.189, -4.115, -0.774], [-3.414, -2.764, -0.308], [-2.182, -4.231, -2.302], [-3.199, -4.199, -3.419], [-4.205, -5.192, -3.048], [-4.669, -4.906, -1.547], [-1.671, -5.183, -2.292], [-1.425, -3.458, -2.273], [-3.629, -3.193, -3.581], [-2.673, -4.444, -4.316], [-3.666, -6.155, -2.980], [-5.097, -5.394, -3.623], [-4.731, -5.807, -0.955], [-5.501, -4.192, -1.430], [-3.769, -3.289, 4.402], [-3.958, -3.428, 2.944], [-5.157, -2.746, 2.563], [-4.969, -1.467, 2.260], [-3.978, -0.785, 2.267], [-6.219, -0.969, 1.998], [-6.299, 0.381, 1.461], [-3.644, -2.222, 4.640], [-2.754, -3.657, 4.734], [-4.537, -3.757, 5.049], [-4.148, -4.445, 2.581], [-3.176, -3.036, 2.305], [-5.906, 1.077, 2.179], [-7.374, 0.584, 1.289], [-5.838, 0.412, 0.477], [2.618, 4.671, -1.000], [3.939, 4.250, -0.463], [4.932, 4.761, -1.378], [6.168, 4.233, -1.233], [6.497, 3.363, -0.474], [6.901, 4.937, -2.067], [8.278, 4.488, -2.112], [2.509, 4.169, -1.954], [2.523, 5.779, -1.009], [1.802, 4.322, -0.376], [3.983, 3.197, -0.480], [4.111, 4.595, 0.558], [8.613, 5.060, -2.984], [8.291, 3.425, -2.317], [8.834, 4.725, -1.214], [1.764, -2.061, -3.553], [2.496, -0.778, -3.652], [3.868, -1.006, -3.246], [4.562, 0.105, -2.942], [4.129, 1.201, -2.798], [5.778, -0.310, -2.757], [6.632, 0.689, -2.218], [1.483, -2.354, -2.523], [2.380, -2.934, -3.863], [0.888, -2.017, -4.249], [2.106, 0.049, -3.050], [2.538, -0.326, -4.655], [6.604, 1.590, -2.851], [7.677, 0.357, -2.183], [6.348, 1.087, -1.229]], "atomic_forces_ev_per_a": [[-0.25, -0.02, -1.01], [-0.92, 0.85, 1.60], [0.63, -0.14, 0.31], [-0.42, -1.44, 0.37], [0.09, -0.28, 0.04], [1.52, 0.73, -0.11], [0.96, -0.14, -0.40], [0.07, 0.16, -0.32], [0.18, 0.46, -0.61], [0.26, 0.59, 0.01], [-0.56, -0.10, 0.14], [0.27, -0.10, 0.57], [-0.64, -0.47, 0.06], [0.07, 0.15, 0.46], [-1.24, -0.16, -0.94], [-0.38, 0.51, -0.84], [0.63, -0.76, 0.19], [-0.23, 0.27, 0.31], [-0.37, -2.27, -0.73], [0.11, 0.24, 1.31], [1.66, 1.46, 0.58], [0.70, -0.53, -2.33], [-0.14, 0.49, 0.32], [-0.50, 0.43, 0.05], [-0.90, 0.46, 0.05], [0.72, 0.13, -0.15], [-0.49, -0.61, 0.63], [-0.64, -0.21, -0.87], [0.36, 0.18, 0.58], [-0.41, 0.04, 0.92], [0.68, 0.14, 0.11], [-3.07, -0.87, -0.08], [1.59, 0.63, 0.11], [-0.12, 0.82, -0.57], [0.01, -0.81, 0.28], [0.95, -0.02, 0.98], [0.21, -1.20, 0.45], [-0.19, -0.08, 0.19], [0.29, -0.27, 0.51], [0.45, 0.70, -0.31], [-0.07, -0.04, -0.49], [-0.70, 0.48, -0.08], [-0.05, -0.31, -0.27], [0.09, 0.66, -0.86], [-0.12, 0.07, 0.03], [0.44, -1.05, 0.10], [-2.45, 1.15, -1.43], [1.23, 0.30, 0.67], [0.69, -0.13, 0.68], [-0.70, -0.21, 0.01], [1.90, 0.46, -0.65], [-0.65, -1.03, 1.32], [0.35, -0.55, 0.18], [-0.10, -0.31, -0.34], [0.04, 0.68, -0.44], [-0.43, -0.57, 0.25], [-0.04, 0.11, 0.34], [-0.46, 0.44, -0.10], [0.06, 0.10, -0.61], [-0.05, 0.63, -0.20], [0.06, 0.28, 0.06], [0.21, -1.55, -0.36], [-0.05, -0.03, -0.58], [-0.23, 0.93, 0.77], [0.59, 1.98, -0.56], [-1.19, -2.11, 2.62], [1.09, 1.18, -0.66], [0.01, -0.35, 0.30], [0.02, 0.33, -0.06], [0.17, -0.25, 0.26], [0.15, -0.27, -0.86], [-0.36, 0.15, -0.13], [-0.02, 0.47, -0.61], [-0.58, -0.14, 0.06], [0.19, -0.54, -0.15], [1.93, 0.29, 1.77], [-0.59, -1.03, -1.22], [0.24, 0.61, -0.28], [-2.71, 1.40, -0.13], [0.60, -0.53, -0.05], [0.72, -0.25, -0.26], [-0.78, -0.81, -0.17], [-0.58, -0.17, 0.02], [-1.02, -0.19, -0.47], [0.32, 0.31, -0.61], [0.24, 0.05, 0.43], [0.42, 0.05, 0.35], [0.33, 0.43, 0.01], [0.55, -0.26, 0.38], [0.41, 0.18, 0.13], [-0.54, 0.80, 0.21], [0.16, 0.60, 0.05], [0.04, -0.56, 0.85], [-1.88, 1.09, 0.21], [0.25, -0.09, -0.15], [1.52, -0.55, 0.16], [-0.59, 0.69, -1.27], [-0.24, 0.50, -0.47], [0.09, -0.72, -0.52], [-0.03, -0.21, 0.30], [0.26, -1.32, 0.15], [0.26, 0.14, -0.09], [0.56, -0.34, 0.35], [0.19, -0.14, 0.03], [-0.07, 0.10, 0.19], [-0.68, -1.58, -0.32], [1.06, 1.31, -0.08], [-0.74, 0.33, -0.29], [-1.04, -1.98, 0.05], [-0.51, 1.42, -0.03], [1.98, 0.07, 0.67], [0.90, 1.68, 0.12], [-0.23, 0.57, -0.47], [-0.16, 0.77, -0.25], [0.45, -0.19, 0.82], [-0.22, -0.36, 0.26], [-0.12, -0.56, -0.04], [0.00, -0.36, -0.05], [-0.55, -0.43, -0.10], [-0.21, -0.71, -0.27]], "mulliken_charge": [-0.702, 0.986, -0.499, -0.390, -0.694, -0.955, -0.223, 0.564, 0.044, 0.324, 0.316, 0.347, 0.423, 0.634, -0.042, -0.638, 0.708, -0.508, 0.034, -0.936, -0.385, -0.073, 0.585, -0.328, 0.143, 0.369, 0.722, -0.074, 0.807, -0.598, -0.703, 1.229, -0.678, -0.792, -0.827, -0.150, 0.224, 0.480, 0.333, 0.441, 0.311, 0.062, 0.181, 0.006, -0.093, -0.665, 1.341, -0.756, -0.938, -0.680, 0.081, 2.253, 0.318, 0.393, 0.240, 0.399, 0.242, -0.404, -0.991, -0.887, -0.809, 1.271, -0.500, -0.159, -0.415, -0.704, -0.971, 0.428, -0.369, 0.173, 0.449, 0.269, 0.413, 0.454, 0.411, -1.197, 0.909, -0.393, 0.799, -0.456, -0.420, -0.394, 0.290, 0.316, 0.329, 0.279, -0.622, 0.289, 0.218, 0.084, -0.973, -0.104, -0.297, 0.817, -0.571, -0.339, -0.544, 0.277, 0.352, 0.166, 0.183, 0.335, 0.233, 0.225, 0.284, -0.864, -0.096, -0.339, 0.819, -0.589, -0.366, -0.657, -0.007, 0.488, 0.280, 0.163, 0.347, 0.220, 0.329, 0.327]}



No. 2
{"formula": "C32H64O22S4", "method": "ωB97M-V/def2-TZVPD", "e_above_lowest_kj_mol": 449.95, "homo_lumo_gap_ev": 9.13, "lumo_energy_ev": -0.082, "mol_weight_g_mol": 929.110, "homo_ev": -9.211, "multiplicity": 1, "e_tot_ev": -122596.9839, "elements": ["O", "S", "O", "O", "C", "C", "O", "H", "H", "H", "H", "O", "S", "O", "O", "C", "C", "O", "H", "H", "H", "H", "O", "S", "O", "O", "C", "C", "O", "H", "H", "H", "H", "O", "S", "O", "O", "C", "C", "O", "H", "H", "H", "H", "C", "C", "C", "O", "C", "H", "H", "H", "H", "H", "H", "H", "H", "C", "C", "C", "O", "C", "H", "H", "H", "H", "H", "H", "H", "H", "C", "C", "C", "O", "C", "H", "H", "H", "H", "H", "H", "H", "H", "C", "C", "C", "O", "C", "H", "H", "H", "H", "H", "H", "H", "H", "C", "C", "C", "O", "C", "H", "H", "H", "H", "H", "H", "H", "H", "C", "C", "C", "O", "C", "H", "H", "H", "H", "H", "H", "H", "H"], "positions_angstrom": [[-21.247, -0.202, -22.288], [-21.104, -1.044, -23.477], [-21.772, -2.334, -23.578], [-21.354, -0.188, -24.872], [-20.314, -0.334, -25.833], [-19.363, -1.383, -25.217], [-19.528, -1.278, -23.827], [-20.793, -0.582, -26.780], [-19.818, 0.636, -25.778], [-18.347, -1.299, -25.603], [-19.652, -2.402, -25.473], [-15.352, -6.847, -17.767], [-15.051, -5.410, -17.711], [-14.158, -4.934, -16.646], [-14.547, -4.835, -19.159], [-15.015, -3.479, -19.327], [-16.420, -3.458, -18.646], [-16.441, -4.483, -17.712], [-14.280, -2.810, -18.878], [-15.113, -3.279, -20.394], [-17.165, -3.573, -19.434], [-16.667, -2.534, -18.124], [-19.609, 0.271, -14.771], [-18.849, 0.593, -13.552], [-19.645, 0.669, -12.315], [-17.420, -0.247, -13.402], [-16.274, 0.545, -13.209], [-16.782, 1.970, -13.020], [-18.002, 1.969, -13.743], [-15.757, 0.152, -12.334], [-15.706, 0.355, -14.119], [-16.141, 2.740, -13.449], [-17.088, 2.235, -12.008], [-11.918, 2.631, -25.817], [-12.907, 1.808, -26.519], [-13.360, 0.593, -25.860], [-14.203, 2.801, -26.756], [-14.616, 2.861, -28.148], [-13.338, 2.540, -28.892], [-12.727, 1.600, -28.106], [-15.346, 2.059, -28.266], [-15.065, 3.836, -28.335], [-12.742, 3.452, -28.918], [-13.552, 2.040, -29.837], [-20.245, -6.083, -12.592], [-18.947, -6.266, -11.818], [-19.523, -6.412, -10.448], [-20.595, -5.501, -10.383], [-21.230, -5.352, -11.644], [-20.578, -6.923, -13.203], [-20.066, -5.333, -13.362], [-18.320, -5.378, -11.907], [-18.389, -7.118, -12.205], [-18.834, -6.153, -9.645], [-19.858, -7.437, -10.287], [-21.186, -4.271, -11.770], [-22.272, -5.668, -11.706], [-16.537, 4.364, -20.588], [-15.215, 5.037, -20.185], [-14.525, 3.986, -19.399], [-15.585, 3.232, -18.869], [-16.853, 3.712, -19.321], [-16.445, 3.629, -21.388], [-17.206, 5.169, -20.894], [-15.367, 5.909, -19.549], [-14.554, 5.287, -21.016], [-13.761, 4.316, -18.696], [-14.066, 3.213, -20.014], [-17.317, 4.382, -18.596], [-17.552, 2.883, -19.430], [-14.840, -11.175, -24.072], [-14.284, -11.547, -25.466], [-14.332, -10.208, -26.226], [-14.212, -9.174, -25.242], [-14.966, -9.651, -24.172], [-14.039, -11.464, -23.392], [-15.757, -11.668, -23.748], [-14.930, -12.299, -25.919], [-13.256, -11.902, -25.400], [-15.244, -10.136, -26.819], [-13.501, -10.139, -26.927], [-16.011, -9.362, -24.283], [-14.733, -9.111, -23.254], [-22.913, -10.917, -17.918], [-21.827, -9.970, -18.267], [-22.686, -8.840, -18.735], [-23.652, -8.731, -17.700], [-23.932, -10.026, -17.195], [-22.635, -11.748, -17.270], [-23.441, -11.426, -18.723], [-21.199, -10.305, -19.093], [-21.127, -9.726, -17.468], [-23.161, -8.888, -19.715], [-22.151, -7.892, -18.797], [-24.977, -10.190, -17.456], [-23.758, -9.982, -16.120], [-8.667, -0.385, -17.666], [-7.492, 0.459, -17.229], [-6.292, -0.159, -17.964], [-6.954, -0.751, -19.138], [-8.361, -0.513, -19.165], [-9.661, 0.038, -17.522], [-8.655, -1.400, -17.269], [-7.290, 0.472, -16.158], [-7.697, 1.464, -17.599], [-5.862, -0.946, -17.344], [-5.548, 0.542, -18.344], [-8.757, -1.420, -19.620], [-8.647, 0.373, -19.732], [-12.166, -10.449, -11.953], [-12.619, -11.692, -11.131], [-11.627, -12.782, -11.583], [-10.460, -12.061, -12.006], [-10.818, -10.882, -12.687], [-11.895, -9.606, -11.319], [-12.931, -10.064, -12.628], [-13.641, -11.906, -11.445], [-12.449, -11.458, -10.080], [-11.955, -13.291, -12.489], [-11.329, -13.524, -10.843], [-11.011, -11.036, -13.749], [-10.004, -10.172, -12.544]], "atomic_forces_ev_per_a": [[0.42, -1.77, -2.86], [-0.14, -0.05, -0.04], [0.85, 2.20, 0.26], [-1.16, -0.65, 1.99], [0.50, 0.13, 1.22], [-0.82, -1.12, -1.63], [-0.07, 0.79, 1.35], [0.47, 0.00, 0.00], [0.12, 0.02, -0.80], [0.15, 0.50, 0.81], [-0.29, -0.05, -0.31], [0.42, 3.48, -0.31], [0.41, -0.40, 1.00], [-1.90, -0.74, -2.22], [-0.51, -0.67, 0.91], [-0.33, 0.01, 0.46], [0.64, 1.20, -1.11], [1.06, -2.34, 0.95], [-0.15, 0.05, 0.06], [0.19, -0.17, 0.13], [-0.22, -0.53, 0.20], [0.38, 0.13, -0.07], [2.53, 0.54, 2.53], [-1.12, 0.61, 0.08], [2.32, -0.48, -2.25], [-3.13, -0.97, 0.11], [0.35, -0.10, 0.13], [-0.44, 0.01, 0.07], [-1.63, 0.02, -1.11], [0.11, 0.16, -0.07], [0.41, 0.61, 0.14], [-0.07, -0.16, 0.02], [0.67, -0.23, 0.31], [-1.39, -1.80, -2.15], [-1.46, 1.49, 2.27], [1.02, 1.57, -1.72], [0.59, -0.13, 0.11], [-0.25, -0.72, 1.08], [-1.22, 1.53, -0.58], [2.11, -2.34, 2.02], [-0.18, 0.11, -0.26], [0.23, -0.11, 0.02], [0.24, -0.10, -0.63], [0.31, 0.50, -0.17], [-0.29, 1.85, -2.02], [-0.34, -0.19, -0.61], [0.40, -0.17, 0.85], [-0.65, -0.20, 1.22], [1.44, -0.21, -0.06], [-0.30, -0.39, 0.78], [0.19, -0.05, -0.38], [-0.02, 0.02, 0.11], [0.04, -0.05, 0.29], [-0.02, 0.00, 0.05], [-0.17, -0.25, 0.06], [-0.32, 0.02, -0.63], [0.05, -0.37, 0.34], [0.53, 1.87, -1.01], [0.97, 0.37, -1.18], [0.10, -1.54, -0.64], [-1.21, -0.92, 2.13], [-0.47, -0.88, 1.09], [0.27, 0.15, -0.08], [-0.40, -0.33, -0.06], [-0.27, 0.14, -0.20], [-0.30, 0.46, -0.19], [-0.42, 0.15, 0.48], [0.79, 0.50, -0.60], [0.15, 0.29, 0.19], [0.25, -0.28, 0.09], [1.30, 0.19, -0.02], [-0.84, 0.30, -0.09], [0.73, -0.45, -0.28], [0.25, -0.81, -0.75], [-1.24, 0.45, 1.52], [-0.28, 0.18, 0.47], [0.03, 0.05, -0.30], [0.30, -0.05, -0.28], [-0.17, -0.11, 0.00], [-0.35, 0.28, 0.19], [0.04, 0.27, 0.07], [-0.47, -0.21, -0.53], [0.72, -0.10, 0.01], [-1.30, -2.04, 1.65], [0.77, -0.35, -2.07], [0.35, 2.06, 0.70], [-0.13, 1.06, -0.23], [0.25, 0.59, -0.41], [0.31, 0.04, 0.17], [0.44, 0.40, -0.62], [0.04, -0.32, -0.06], [-0.47, 0.23, 0.26], [-0.06, -0.92, -0.18], [0.10, 0.17, 0.32], [-0.03, -0.68, 0.36], [-0.27, -0.24, 0.11], [-0.61, -0.47, -0.99], [0.51, 0.35, 0.39], [-2.14, -0.16, -1.07], [1.26, 0.14, -0.26], [0.81, -0.81, 1.14], [0.12, 0.19, 0.36], [0.06, 0.06, 0.30], [-0.28, 0.18, 0.04], [0.26, 0.23, 0.22], [0.24, -0.09, -0.28], [0.04, 0.00, 0.33], [-0.40, 0.23, -0.06], [0.12, 0.15, -0.12], [1.20, 0.38, -0.31], [0.85, 0.50, -0.96], [0.32, 0.89, -0.99], [0.75, -0.53, 0.46], [-1.72, -0.03, 1.10], [-0.23, -0.09, 0.26], [0.06, -0.26, -0.15], [-0.03, -0.25, 0.74], [-0.61, -0.31, 0.03], [-0.59, -0.33, 0.09], [-0.03, 0.22, 0.05], [0.15, -0.22, -0.19], [-0.13, 0.02, -0.13]], "mulliken_charge": [-0.508, 1.107, -0.525, -0.327, -0.214, -0.385, -0.297, 0.270, 0.240, 0.330, 0.309, -0.517, 1.086, -0.527, -0.311, -0.294, -0.228, -0.298, 0.275, 0.285, 0.253, 0.275, -0.509, 1.097, -0.529, -0.290, -0.214, -0.307, -0.325, 0.246, 0.272, 0.269, 0.289, -0.515, 1.078, -0.511, -0.326, -0.291, -0.272, -0.289, 0.262, 0.282, 0.299, 0.281, -0.477, -0.391, -0.438, -0.419, -0.385, 0.345, 0.227, 0.204, 0.290, 0.313, 0.261, 0.220, 0.252, -0.420, -0.521, -0.434, -0.374, -0.407, 0.250, 0.289, 0.280, 0.306, 0.258, 0.243, 0.273, 0.259, -0.422, -0.476, -0.491, -0.376, -0.509, 0.173, 0.359, 0.249, 0.291, 0.283, 0.322, 0.277, 0.321, -0.541, -0.373, -0.458, -0.399, -0.389, 0.324, 0.246, 0.287, 0.247, 0.262, 0.285, 0.261, 0.250, -0.543, -0.537, -0.365, -0.407, -0.383, 0.324, 0.264, 0.333, 0.260, 0.259, 0.252, 0.268, 0.276, -0.450, -0.450, -0.439, -0.396, -0.424, 0.200, 0.322, 0.281, 0.269, 0.264, 0.290, 0.250, 0.283]}